1.
Computed, not measured: 14 unconnected molecules or ions with the total composition C36H98N2O23, with ωB97M-V with the def2-TZVPD basis set.

Structure (XYZ):
```
159
Properties=species:S:1:pos:R:3:forces:R:3
O -1.82188 0.38120 -4.52918 0.278 -0.009 -0.121
H -1.95166 0.88345 -3.72474 -0.066 0.099 0.332
H -2.70577 0.23572 -4.86651 -0.229 -0.147 -0.104
O -2.34926 3.88456 4.97879 0.178 1.059 0.151
H -2.55590 2.96989 5.17093 -0.145 -0.569 -0.079
H -2.21637 3.90659 4.03112 -0.243 -0.189 -0.331
O 1.69982 1.76903 2.89759 0.563 -0.681 0.090
H 1.86444 2.63453 3.27181 -0.251 -0.199 0.132
H 1.15632 1.93960 2.12834 -0.418 0.135 -0.553
C 2.24252 2.67787 -0.32896 -0.379 -0.262 -0.368
C 1.29544 1.46165 -0.61185 1.040 0.608 0.341
C 2.07408 0.21991 -0.10794 -2.427 -2.178 1.267
C 1.10284 -1.06044 0.06730 0.320 1.472 -2.440
C -0.06375 -0.69484 0.92672 0.484 1.502 1.061
C -0.88331 0.59629 0.60387 0.573 0.833 -2.530
N 0.02194 1.70082 0.09956 2.002 -1.392 2.089
O -0.58011 2.92086 -0.24057 -0.145 -1.026 -0.176
C -1.81814 0.17874 -0.60720 -1.479 0.415 1.156
C -1.48989 1.17344 1.90370 -1.027 -0.670 -0.310
C 1.18179 1.34483 -2.11584 -0.574 -0.310 -0.424
H 1.68059 3.60965 -0.39312 0.030 -0.005 0.103
H 3.00631 2.71537 -1.10571 0.141 -0.028 0.031
H 2.74884 2.59375 0.63264 -0.183 0.039 0.036
H 2.81245 -0.10197 -0.84232 0.431 0.518 0.377
H 2.41199 0.37854 0.91614 0.681 0.334 -0.318
H 1.55514 -1.98718 0.42040 0.451 0.286 0.283
H 0.82241 -1.28353 -0.96211 -0.418 -0.331 -0.194
H 0.47838 -0.41540 1.83009 -0.499 -0.395 0.850
H -0.74865 -1.52741 1.08745 -0.047 0.125 0.174
H -2.64828 -0.41064 -0.21786 0.225 -0.842 0.149
H -2.46172 0.92576 -1.07181 0.504 1.050 0.102
H -1.36115 -0.33690 -1.45182 0.474 -0.239 0.480
H -2.23479 0.47865 2.29162 -0.133 -0.242 0.095
H -0.76770 1.33812 2.70335 0.336 -0.226 -0.287
H -2.01906 2.12068 1.79960 0.059 0.078 -0.524
H 0.52140 0.53584 -2.42812 -0.045 -0.147 0.015
H 2.17483 1.11475 -2.50188 -0.100 0.276 -0.310
H 0.78939 2.25853 -2.56226 0.195 0.171 -0.161
H -0.89601 2.71013 -1.12227 -0.619 0.534 -0.518
C -0.58721 -8.01236 -3.28591 0.121 0.546 -0.800
C -1.92060 -7.21872 -3.10815 1.245 0.996 1.799
C -2.74247 -7.91798 -2.01163 -0.301 -0.108 -0.216
C -2.31718 -7.72067 -0.55929 0.945 0.740 0.286
C -1.98477 -6.23430 -0.12884 -0.269 -2.511 -1.293
C -1.12295 -5.52720 -1.18512 -0.498 1.448 -1.195
N -1.57671 -5.83882 -2.58886 -3.079 -1.440 1.340
O -1.43768 -4.88472 -3.61885 1.385 -0.529 1.287
C -1.38675 -4.02252 -0.84134 0.524 0.465 -0.690
C 0.38125 -5.83800 -1.00710 -0.451 0.609 1.790
C -2.73094 -7.12369 -4.41856 1.090 -0.488 1.275
H -0.68782 -8.91709 -3.88543 -0.200 -0.102 0.019
H -0.01665 -8.26315 -2.39167 -0.567 -0.002 0.345
H 0.09864 -7.36070 -3.82724 0.101 0.039 -0.350
H -3.80084 -7.66526 -2.07546 -0.081 0.295 -0.283
H -2.67330 -8.97255 -2.27843 -0.187 -0.286 0.263
H -1.41850 -8.29982 -0.34703 0.103 -0.223 -0.093
H -3.08519 -8.11614 0.10543 -0.047 -0.020 -0.021
H -1.40623 -6.32978 0.79001 -0.182 0.403 0.182
H -2.94385 -5.74263 0.03397 0.274 0.349 0.004
H -0.92923 -3.32760 -1.54552 0.003 -0.117 -0.325
H -2.43774 -3.74665 -0.75513 -0.122 -0.369 -0.363
H -0.95377 -3.72053 0.11229 0.172 -0.541 0.256
H 1.09454 -5.50740 -1.76211 -0.430 -0.404 -0.432
H 0.64266 -5.22645 -0.14353 0.364 0.064 0.262
H 0.51887 -6.84837 -0.62199 0.278 -0.225 -0.673
H -3.65188 -6.60169 -4.15875 0.000 0.014 -0.546
H -2.88745 -8.16953 -4.68280 -0.460 0.071 -0.282
H -2.12747 -6.64871 -5.19207 -0.390 0.119 0.015
H -0.49515 -5.06539 -3.64316 0.673 1.298 -1.526
C 5.24441 1.11951 1.36022 -1.467 0.165 1.910
C 5.25391 2.35817 2.27223 0.850 -0.297 0.021
O 5.84089 3.41145 1.59165 0.583 1.627 -0.748
O 6.31366 0.21387 1.49536 0.329 0.706 -0.390
H 5.02826 1.40737 0.33138 0.268 0.052 -0.045
H 4.34975 0.67668 1.79794 -0.364 -0.731 -0.570
H 5.82914 2.21945 3.18765 0.083 -0.823 0.209
H 4.27994 2.71351 2.60870 -0.612 -0.740 -0.261
H 5.60980 4.18241 2.11495 0.358 0.422 -0.301
H 5.94513 -0.58992 1.86914 0.131 -0.346 0.203
C 1.15533 5.51863 2.62918 0.545 -1.898 0.164
C 1.46956 4.73525 3.90676 0.982 -1.234 -1.061
O 0.43363 3.89061 4.27455 -0.998 0.323 0.467
O 0.87431 6.74869 3.10567 -0.436 3.405 0.436
H 0.27639 5.12520 2.11852 -0.043 -0.645 -0.112
H 1.99032 5.46680 1.93046 0.248 0.222 -0.116
H 1.78747 5.40523 4.70562 -0.036 0.189 -0.062
H 2.27175 4.02060 3.72273 0.743 0.612 0.046
H -0.31172 4.48849 4.36722 -0.664 -0.433 0.599
H 0.89326 7.41164 2.41160 -0.134 0.079 -0.065
C 4.76826 -4.33756 2.10192 -1.301 0.373 -1.008
C 4.33506 -2.82138 1.92153 0.992 -3.716 0.596
O 5.41502 -2.21555 2.61396 0.135 1.867 -0.914
O 4.79006 -4.65377 3.44609 -0.107 -0.399 1.442
H 5.74464 -4.57415 1.67909 0.115 0.604 -0.429
H 4.06708 -5.02674 1.63129 -0.264 0.032 -0.068
H 3.33261 -2.67933 2.32530 0.190 0.288 0.371
H 4.26755 -2.70213 0.84017 0.663 1.115 0.047
H 5.32217 -2.21419 3.56946 -0.625 -0.064 -0.065
H 5.60993 -4.33361 3.82935 0.066 -0.100 0.005
C -5.63036 0.49977 2.09160 -1.670 -2.224 -0.882
C -6.05595 1.92178 2.37223 1.714 -2.572 4.033
O -5.74861 2.70474 1.36442 0.404 2.841 -3.920
O -5.04201 -0.26652 3.15277 0.309 0.808 0.429
H -4.99140 0.39428 1.21485 0.187 0.709 -0.095
H -6.52982 -0.06891 1.85566 -0.309 -0.070 -0.472
H -5.26718 2.19948 3.07139 -0.773 -0.067 1.895
H -7.05694 2.01642 2.79313 0.006 0.052 -0.209
H -4.85248 2.94028 1.61553 0.060 0.969 -1.097
H -5.04557 -1.15296 2.78425 0.227 -0.223 0.409
C -2.73022 3.80993 -4.42381 -2.685 0.733 -1.023
C -2.90779 4.05514 -2.96484 1.974 -0.962 0.661
O -3.63099 3.02267 -2.33781 -0.525 -0.229 0.215
O -3.84160 4.43751 -5.14515 1.131 0.666 -0.591
H -2.78486 2.74760 -4.66169 0.456 -0.081 0.348
H -1.77766 4.20743 -4.77413 -0.380 0.300 -0.339
H -3.22136 5.03145 -2.59526 -0.117 0.200 -0.685
H -1.87435 3.91147 -2.64943 0.175 0.141 0.858
H -4.53150 3.08248 -2.66511 -0.294 -0.152 0.190
H -4.71511 4.05724 -5.02697 0.341 -0.531 0.317
C 3.87376 -3.72726 -2.22868 0.001 1.193 -0.067
C 2.96810 -3.78591 -3.45605 0.691 -1.227 0.652
O 2.08622 -2.68605 -3.58275 0.664 -0.824 0.438
O 4.67604 -2.54138 -2.25091 0.090 -0.107 -0.617
H 4.45108 -4.65022 -2.17452 0.193 0.004 -0.006
H 3.25147 -3.61279 -1.34113 -0.377 -0.535 0.150
H 2.52116 -4.75175 -3.22048 -1.228 0.049 -0.311
H 3.51631 -4.02280 -4.36789 0.291 0.597 -0.180
H 2.61174 -2.03691 -3.10941 -0.328 0.929 -0.100
H 5.27457 -2.51529 -1.50080 -0.002 -0.042 0.092
C -2.03110 -0.10314 6.61374 -0.231 -0.222 -0.168
C -3.38515 0.43630 6.08679 0.294 -0.005 1.655
O -3.16654 1.26350 4.97016 0.079 -0.658 -0.644
O -1.39516 -0.85432 5.61663 0.140 -0.779 -1.048
H -2.12552 -0.85909 7.39331 -0.504 0.507 0.495
H -1.29826 0.64612 6.91315 -0.511 0.580 0.356
H -3.96885 1.04936 6.77349 0.417 -0.077 0.705
H -4.04883 -0.40400 5.88301 0.186 -0.174 -0.481
H -3.62836 0.80064 4.26727 -0.179 0.210 -0.748
H -1.51873 -0.41961 4.76965 0.152 0.271 -0.149
C -3.16927 5.00114 0.78662 -0.515 0.970 -1.227
C -3.73748 6.37858 0.40490 1.463 0.121 -2.823
O -2.86393 7.44936 0.77806 -0.474 -0.487 0.779
O -3.74915 4.76847 2.02408 0.148 -0.980 1.596
H -2.08230 4.99960 0.86783 0.202 0.314 -0.222
H -3.41289 4.23202 0.05369 -0.394 -0.115 0.160
H -4.75977 6.58213 0.72363 0.000 -0.468 0.305
H -3.72471 6.44362 -0.68308 -0.274 0.043 -0.188
H -2.95054 7.43415 1.73402 0.490 0.800 0.318
H -3.51989 5.60995 2.42527 -0.474 -0.381 1.304
C 3.93639 3.47660 -4.74018 1.078 -0.804 2.578
C 4.49443 4.83461 -5.10442 -0.536 -0.560 -2.771
O 5.69511 5.21379 -4.49377 0.005 -0.161 0.143
O 4.87827 2.37380 -4.98233 -0.877 0.976 -0.853
H 2.96658 3.24032 -5.17806 0.260 0.148 -0.398
H 3.80357 3.46927 -3.65832 -0.439 0.019 0.253
H 3.79837 5.66544 -5.21988 -0.587 -0.029 1.241
H 4.59984 4.67097 -6.17690 0.975 0.072 -0.537
H 6.33228 5.28345 -5.20845 0.234 -0.014 0.274
H 5.36822 2.15879 -4.18526 -0.129 0.342 0.100
```
Forces are in eV/Å.

- highest occupied orbital energy (eV) = -7.8
- total charge = 0
- frontier orbital gap (eV) = 7.92



2.
Computed, not measured: a molecular structure, C11H9N7OSTl, with ωB97M-V with the def2-TZVPD basis set.

Structure (XYZ):
```
30
Properties=species:S:1:pos:R:3:forces:R:3
Tl 0.66684 -0.21597 -2.28003 -0.022 0.128 0.006
N 4.14531 2.87692 -0.69133 -0.015 -0.038 -0.037
C 3.03910 2.13940 -0.75991 0.132 -0.106 0.021
S 3.05955 0.46647 -0.70117 0.028 0.043 0.012
N 1.90403 2.93114 -0.85789 -0.052 0.038 0.054
N 0.78479 2.26655 -0.76009 -0.096 -0.004 -0.075
C -0.21295 2.69420 -0.08952 0.016 0.001 0.017
C -1.51915 2.02797 -0.14857 0.082 0.037 0.014
C -2.58929 2.59507 0.52651 -0.060 -0.009 -0.018
C -3.82491 1.96584 0.46420 0.009 0.001 -0.008
C -3.93700 0.80027 -0.26965 0.016 0.004 0.009
C -2.80748 0.31287 -0.91982 -0.019 -0.006 -0.011
N -1.62088 0.90023 -0.86279 0.033 -0.054 -0.014
H 5.04019 2.42358 -0.62109 0.018 0.018 0.004
H 4.08879 3.88247 -0.71355 -0.016 0.007 0.005
H -0.09591 3.54962 0.57319 -0.008 0.015 -0.032
H -2.45921 3.51644 1.07816 0.013 -0.017 0.024
H -4.68034 2.38353 0.97716 0.001 -0.008 0.006
H -4.87516 0.26876 -0.34130 -0.006 0.011 -0.026
H -2.87092 -0.59031 -1.51751 0.008 -0.001 0.015
N -0.58722 -3.80304 -0.01774 -0.033 0.032 -0.028
C 0.57315 -3.15601 0.14136 0.295 -0.017 0.202
O 0.92390 -2.15653 -0.47127 -0.239 -0.085 -0.125
C 1.50372 -3.71926 1.16992 -0.084 -0.032 0.009
C 1.05494 -4.66884 2.10231 0.038 0.017 -0.064
N 0.59839 -5.44453 2.82668 0.000 -0.005 -0.010
C 2.82437 -3.25303 1.18958 -0.009 0.010 0.043
N 3.91547 -2.87392 1.19648 -0.016 0.017 -0.008
H -0.81126 -4.63877 0.49771 0.007 0.005 0.012
H -1.23086 -3.48111 -0.72006 -0.019 -0.002 0.003
```
Forces are in eV/Å.

- highest occupied orbital energy (spin up / spin down) (eV) = -11.8 / -11.9
- energy relative to the best compared isomer or geometry (same formula, charge and spin) (eV) = 0.035
- total charge = +1
- frontier orbital gap (spin up / spin down) (eV) = 6.35 / 6.08



3.
Computed, not measured: C28H29N3O4 in the gas phase, with ωB97M-V with the def2-TZVPD basis set.

Structure (XYZ):
```
64
Properties=species:S:1:pos:R:3:forces:R:3
C 5.64994 -2.29763 -1.09996 -0.053 0.071 -0.067
O 5.78886 -3.13638 0.02201 0.084 0.044 0.243
C 5.88628 -4.51499 -0.27493 -0.027 -0.343 -0.181
C 4.57904 -5.17164 -0.73393 0.034 0.344 0.375
C 3.47774 -5.09000 0.32970 0.004 -0.255 -0.291
N 3.11598 -3.72311 0.61846 0.135 0.092 0.254
C 2.07185 -3.11838 0.00077 0.112 -0.065 0.262
O 1.25366 -3.72358 -0.66823 -0.127 -0.025 -0.247
C 2.00527 -1.64075 0.20574 -0.132 0.263 -0.060
C 1.41806 -0.87418 -0.79640 0.003 -0.154 0.023
C 1.35781 0.50008 -0.68308 0.068 0.035 0.075
C 1.86635 1.13513 0.44461 0.064 -0.104 0.061
C 1.77257 2.63248 0.56489 0.256 0.051 0.067
N 0.40779 3.07538 0.29818 0.309 0.028 0.032
C 0.14943 3.74936 -0.88291 -0.015 0.109 -0.065
O 1.04365 4.04386 -1.64948 -0.035 -0.003 -0.086
C -1.26329 4.04504 -1.11204 -0.362 0.051 -0.099
C -1.63233 4.71164 -2.28052 0.042 -0.084 0.158
C -2.95704 4.97331 -2.54567 -0.007 0.030 -0.071
C -3.92523 4.55469 -1.64044 0.103 0.005 0.007
C -3.57885 3.89437 -0.48010 -0.040 -0.028 0.137
C -2.23604 3.63479 -0.19002 0.155 0.343 -0.619
N -1.84265 3.00434 0.97163 0.030 -0.121 0.291
C -2.82761 2.53937 1.93736 -0.018 -0.137 0.302
C -3.62902 1.37658 1.41089 -0.103 0.001 0.006
C -5.00316 1.31512 1.59335 0.163 0.023 0.039
C -5.72743 0.23709 1.11793 0.012 -0.077 -0.023
C -5.09846 -0.80245 0.44558 -0.019 0.020 0.057
C -5.88548 -1.95753 -0.09264 -0.008 0.035 -0.081
C -3.72126 -0.73822 0.26843 -0.032 0.027 0.030
C -2.99412 0.33471 0.74653 -0.023 0.082 0.053
C -0.52646 2.71125 1.24922 -0.228 0.164 0.132
O -0.18977 2.16787 2.27920 0.188 -0.143 0.106
C 2.42517 0.36871 1.45764 0.028 0.137 -0.127
C 2.50284 -1.00665 1.33941 0.010 -0.117 -0.129
H 6.45155 -2.47667 -1.82549 -0.011 0.005 0.002
H 4.68274 -2.42896 -1.59710 0.017 0.013 -0.007
H 5.71819 -1.27648 -0.72872 -0.012 0.013 -0.093
H 6.66090 -4.67415 -1.03988 -0.007 0.024 0.105
H 6.21959 -4.97582 0.65959 0.030 -0.052 -0.105
H 4.22252 -4.69653 -1.64941 -0.026 -0.072 -0.076
H 4.78633 -6.21893 -0.95660 0.034 -0.048 -0.065
H 3.81516 -5.56828 1.25426 -0.058 -0.045 -0.055
H 2.57665 -5.59189 -0.03089 0.126 0.004 0.151
H 3.87002 -3.14903 0.96876 -0.160 0.047 -0.145
H 1.01541 -1.37733 -1.66298 -0.025 -0.057 -0.061
H 0.91528 1.08742 -1.47549 -0.039 0.051 -0.095
H 2.40421 3.12374 -0.18083 -0.121 -0.065 0.199
H 2.05747 2.95358 1.56905 -0.002 -0.029 -0.147
H -0.84629 5.00649 -2.95881 0.060 0.020 -0.049
H -3.24329 5.49078 -3.44774 -0.016 0.042 -0.084
H -4.96832 4.74535 -1.84442 -0.093 0.003 0.002
H -4.35607 3.57064 0.19020 -0.053 -0.035 0.075
H -2.25626 2.22155 2.81612 -0.176 0.189 -0.173
H -3.47661 3.37058 2.22648 0.031 -0.062 -0.033
H -5.51207 2.11143 2.11962 -0.046 0.114 0.036
H -6.79663 0.20422 1.27176 -0.113 -0.022 0.012
H -5.29776 -2.87191 -0.06339 -0.017 -0.097 -0.011
H -6.80001 -2.10483 0.47700 -0.063 -0.063 0.007
H -6.16037 -1.76838 -1.13098 -0.056 -0.069 -0.058
H -3.21038 -1.54087 -0.24293 0.059 -0.108 -0.052
H -1.92182 0.35633 0.61262 0.135 -0.004 -0.036
H 2.79340 0.85287 2.34944 -0.007 0.063 0.121
H 2.92239 -1.58460 2.14965 0.035 -0.062 0.074
```
Forces are in eV/Å.

- highest occupied orbital energy (eV) = -8.8
- energy relative to the best compared isomer or geometry (same formula, charge and spin) (eV) = 0.000
- total charge = 0
- frontier orbital gap (eV) = 9.14



4.
Computed, not measured: C2H2N4O2 in the gas phase, with ωB97M-V with the def2-TZVPD basis set.

Structure (XYZ):
```
10
Properties=species:S:1:pos:R:3:forces:R:3
O -1.56446 -1.20886 1.33065 0.866 -0.162 -0.791
C -0.80060 -1.00986 0.44132 1.103 0.172 -3.323
O -0.56279 -1.85599 -0.72155 -3.182 -1.140 3.638
C -0.03769 0.30884 0.17712 -0.355 -1.617 1.058
N -0.41666 1.33182 0.90443 1.407 0.772 -1.830
N 0.39727 2.31703 0.52006 2.032 1.273 -0.064
N 1.38273 1.89686 -0.34626 -3.348 2.454 2.486
N 1.04653 0.69647 -0.57866 2.426 -5.158 -2.421
H -1.27584 -2.61636 -0.51449 2.390 2.059 -0.978
H 1.83151 0.14006 -1.21262 -3.339 1.347 2.226
```
Forces are in eV/Å.

- highest occupied orbital energy (eV) = -10.9
- energy relative to the best compared isomer or geometry (same formula, charge and spin) (eV) = 3.489
- total charge = 0
- frontier orbital gap (eV) = 10.88



> What is the total charge in the first record?

0



> Which value of total charge does entry 2 give?

+1